A 2-piece molecular cluster, C13H24BClN2O10P overall in a non-equilibrium geometry, computed with ωB97M-V/def2-TZVPD.

Geometry as ORCA input:
```
! RIJCOSX wB97M-V def2-TZVPD def2/J DEFGRID3
* xyz 1 1
O -2.847 2.636 0.970
C -3.575 1.595 0.537
O -2.914 0.358 0.007
C -3.624 -0.727 0.759
C -3.154 -2.230 0.251
N -1.656 -2.366 0.086
C -1.173 -3.187 -1.090
N 0.350 -3.248 -1.191
Cl 1.353 -4.042 -2.352
C 0.772 -2.409 0.003
B 2.364 -2.144 0.332
O 3.363 -3.172 0.685
O 2.827 -0.717 0.215
C -0.486 -1.829 0.879
C -0.568 -0.929 2.247
C -0.881 -1.978 3.486
C -2.313 -1.723 4.243
C -3.556 -2.661 3.675
O -4.752 -2.022 3.545
O -3.434 -4.088 3.301
H -4.749 1.664 0.584
H -3.399 -0.518 1.892
H -4.787 -0.628 0.607
H -3.651 -3.106 0.886
H -3.618 -2.353 -0.843
H -1.798 -3.770 -1.889
H 3.346 -3.885 -0.044
H 2.524 -0.474 -0.730
H -1.299 -0.014 2.197
H 0.533 -0.518 2.446
H -0.827 -3.105 3.112
H -0.027 -1.861 4.291
H -2.587 -0.574 4.304
H -2.155 -2.071 5.375
H -2.707 -4.087 2.589
C 1.119 3.210 -4.570
O 1.430 2.802 -3.254
P 3.058 3.135 -2.773
O 3.129 1.699 -2.240
O 2.507 4.114 -1.572
C 2.018 5.380 -1.960
O 4.687 3.468 -2.293
C 5.443 2.501 -1.587
H 0.629 2.384 -5.089
H 0.436 4.061 -4.527
H 2.019 3.498 -5.125
H 0.928 5.331 -2.051
H 2.445 5.697 -2.916
H 2.274 6.114 -1.194
H 5.583 1.604 -2.196
H 4.967 2.260 -0.632
H 6.431 2.924 -1.384
*
```

## Properties
Relative energy (zero: lowest compared OMol25 entry of this formula, charge and spin) in kJ/mol: 951.3
HOMO energy in eV: -11.43

***

C13H24BClN3O2Re as an isolated structure, computed with ωB97M-V/def2-TZVPD.

Geometry as ORCA input:
```
! RIJCOSX wB97M-V def2-TZVPD def2/J DEFGRID3
* xyz 3 4
Re 0.905 1.454 0.576
N 1.192 0.676 2.519
C 2.545 0.004 2.710
C 3.517 0.644 1.752
N 2.848 0.617 0.396
H 1.062 1.410 3.224
H 0.462 -0.018 2.712
H 2.401 -1.054 2.492
H 2.856 0.108 3.748
H 4.464 0.106 1.709
H 3.731 1.684 2.003
H 2.750 -0.361 0.095
H 3.440 1.063 -0.311
C -0.400 -3.774 0.542
C -0.204 -2.599 -0.382
C 0.751 -2.903 -1.511
O 0.507 -1.478 0.442
B -0.073 -0.382 -0.049
O -1.121 -0.392 -0.852
C -1.534 -1.891 -0.823
C -1.993 -2.251 -2.213
C -2.651 -1.962 0.190
H 0.564 -4.199 0.813
H -0.963 -4.549 0.017
H -0.951 -3.512 1.442
H 1.701 -3.247 -1.104
H 0.925 -2.043 -2.161
H 0.355 -3.707 -2.132
H -1.244 -2.037 -2.972
H -2.910 -1.715 -2.450
H -2.219 -3.319 -2.248
H -2.336 -1.664 1.192
H -3.038 -2.979 0.253
H -3.471 -1.319 -0.126
Cl -3.508 3.590 -2.405
C -2.093 3.815 -1.498
C -1.581 5.094 -1.262
C -0.415 5.250 -0.515
C 0.208 4.136 -0.021
N -0.291 2.873 -0.250
C -1.429 2.718 -0.983
H -2.097 5.958 -1.665
H -0.006 6.233 -0.324
H 1.116 4.215 0.570
H -1.771 1.705 -1.145
*
```

## Properties
<S²>: 3.772
Relative energy (zero: lowest compared OMol25 entry of this formula, charge and spin) in kJ/mol: 58.6
HOMO energy (alpha / beta) in eV: -19.11 / -19.12

***

C13H24BaClNO3 as an isolated structure in a non-equilibrium geometry, computed with ωB97M-V/def2-TZVPD.

Geometry as ORCA input:
```
! RIJCOSX wB97M-V def2-TZVPD def2/J DEFGRID3
* xyz 0 1
Ba 0.669 0.331 -1.801
C 2.420 -0.185 1.193
O 2.151 0.857 0.272
C 1.599 2.010 0.889
C 1.213 3.001 -0.185
O 0.023 2.642 -0.872
C -1.147 3.221 -0.322
C -2.376 2.483 -0.860
O -2.478 1.190 -0.310
C -3.208 1.115 0.897
H 2.677 0.209 2.179
H 3.264 -0.755 0.803
H 1.550 -0.843 1.292
H 2.358 2.467 1.541
H 0.708 1.698 1.562
H 2.009 3.020 -0.944
H 1.111 4.002 0.246
H -1.197 4.284 -0.606
H -1.133 3.139 0.773
H -2.273 2.350 -1.945
H -3.275 3.076 -0.657
H -4.287 1.138 0.699
H -2.956 1.923 1.589
H -2.941 0.168 1.362
C 2.867 -2.842 -2.093
C 1.506 -3.150 -1.565
C 1.041 -4.360 -1.095
C -0.318 -4.173 -0.791
C -0.610 -2.858 -1.075
C -1.925 -2.170 -0.936
N 0.501 -2.230 -1.551
H 3.498 -3.722 -1.987
H 3.335 -2.016 -1.546
H 2.826 -2.577 -3.154
H 1.606 -5.271 -1.009
H -1.005 -4.905 -0.406
H -2.707 -2.917 -0.817
H -2.149 -1.580 -1.832
H -1.942 -1.505 -0.069
Cl 0.944 0.990 4.214
C -0.270 1.044 2.930
H -1.090 1.672 3.265
H -0.593 0.030 2.720
*
```

## Properties
Relative energy (zero: lowest compared OMol25 entry of this formula, charge and spin) in kJ/mol: 267.1
HOMO energy in eV: -5.15

***

C13H24Br2FGaNO17S4 as an isolated structure, computed with ωB97M-V/def2-TZVPD.

Geometry as ORCA input:
```
! RIJCOSX wB97M-V def2-TZVPD def2/J DEFGRID3
* xyz -1 1
C 2.370 0.259 1.742
C 2.181 -0.302 3.120
Br 3.764 -0.123 4.208
C 1.054 -0.892 3.501
Br 0.868 -1.604 5.257
Ga -0.527 -1.119 2.210
N -1.673 -2.531 2.818
C -1.600 0.621 2.026
C -2.460 0.927 3.175
O -2.293 0.882 4.341
F -3.752 1.347 2.748
H 2.917 -0.445 1.105
H 1.386 0.395 1.291
H 2.891 1.217 1.732
H 0.110 -1.403 0.750
H -1.224 -3.416 2.601
H -2.541 -2.548 2.289
H -2.216 0.532 1.128
H -0.911 1.459 1.873
C -5.725 -1.726 -0.664
C -5.633 -2.628 -1.883
O -4.231 -2.653 -2.176
S -3.387 -2.591 -0.810
O -3.024 -3.903 -0.416
O -2.426 -1.561 -0.951
O -4.588 -2.105 0.121
H -5.646 -0.671 -0.930
H -6.615 -1.898 -0.065
H -6.149 -2.231 -2.752
H -5.979 -3.640 -1.665
C 0.897 -0.445 -2.184
C 1.125 0.333 -3.471
O 2.020 1.393 -3.080
S 2.986 0.888 -1.914
O 4.261 0.534 -2.443
O 2.889 1.811 -0.844
O 2.206 -0.448 -1.583
H 0.193 0.037 -1.507
H 0.605 -1.479 -2.343
H 0.223 0.792 -3.864
H 1.607 -0.278 -4.236
C -3.253 4.615 2.310
C -4.441 3.971 1.627
O -5.337 5.082 1.399
S -4.504 6.395 1.077
O -4.400 6.592 -0.328
O -4.994 7.444 1.900
O -3.101 5.869 1.608
H -3.444 4.815 3.364
H -2.333 4.051 2.194
H -4.943 3.242 2.247
H -4.169 3.528 0.669
C 6.462 -1.743 -2.088
C 7.565 -1.537 -3.107
O 8.609 -2.417 -2.656
S 7.970 -3.737 -2.024
O 7.923 -4.774 -2.995
O 8.592 -3.965 -0.769
O 6.500 -3.164 -1.841
H 6.658 -1.211 -1.158
H 5.475 -1.483 -2.459
H 7.958 -0.525 -3.112
H 7.255 -1.830 -4.111
*
```

## Properties
HOMO energy in eV: -5.39

***

Repeat the first record exactly.
A 2-piece molecular cluster, C13H24BClN2O10P overall in a non-equilibrium geometry, computed with ωB97M-V/def2-TZVPD.

Geometry as ORCA input:
```
! RIJCOSX wB97M-V def2-TZVPD def2/J DEFGRID3
* xyz 1 1
O -2.847 2.636 0.970
C -3.575 1.595 0.537
O -2.914 0.358 0.007
C -3.624 -0.727 0.759
C -3.154 -2.230 0.251
N -1.656 -2.366 0.086
C -1.173 -3.187 -1.090
N 0.350 -3.248 -1.191
Cl 1.353 -4.042 -2.352
C 0.772 -2.409 0.003
B 2.364 -2.144 0.332
O 3.363 -3.172 0.685
O 2.827 -0.717 0.215
C -0.486 -1.829 0.879
C -0.568 -0.929 2.247
C -0.881 -1.978 3.486
C -2.313 -1.723 4.243
C -3.556 -2.661 3.675
O -4.752 -2.022 3.545
O -3.434 -4.088 3.301
H -4.749 1.664 0.584
H -3.399 -0.518 1.892
H -4.787 -0.628 0.607
H -3.651 -3.106 0.886
H -3.618 -2.353 -0.843
H -1.798 -3.770 -1.889
H 3.346 -3.885 -0.044
H 2.524 -0.474 -0.730
H -1.299 -0.014 2.197
H 0.533 -0.518 2.446
H -0.827 -3.105 3.112
H -0.027 -1.861 4.291
H -2.587 -0.574 4.304
H -2.155 -2.071 5.375
H -2.707 -4.087 2.589
C 1.119 3.210 -4.570
O 1.430 2.802 -3.254
P 3.058 3.135 -2.773
O 3.129 1.699 -2.240
O 2.507 4.114 -1.572
C 2.018 5.380 -1.960
O 4.687 3.468 -2.293
C 5.443 2.501 -1.587
H 0.629 2.384 -5.089
H 0.436 4.061 -4.527
H 2.019 3.498 -5.125
H 0.928 5.331 -2.051
H 2.445 5.697 -2.916
H 2.274 6.114 -1.194
H 5.583 1.604 -2.196
H 4.967 2.260 -0.632
H 6.431 2.924 -1.384
*
```

## Properties
Relative energy (zero: lowest compared OMol25 entry of this formula, charge and spin) in kJ/mol: 951.3
HOMO energy in eV: -11.43

***

What is the formula in the third record?
C13H24BaClNO3

***

Number 2 is which compound?
C13H24BClN3O2Re